1.
DFT (ωB97M-V/def2-TZVPD) results for a molecular structure, C31H46N6OPbSSbSi.

Each line ends with the Mulliken charge.
Cartesian coordinates (Å):
1 Pb -0.14993 -1.08147 0.18642  1.371
2 N -2.01524 -4.82040 1.96534  -0.067
3 C -1.87547 -4.28312 3.22098  -1.035
4 C -1.37848 -3.02807 3.04054  -0.667
5 N -1.21971 -2.79399 1.69489  0.694
6 C -1.60679 -3.89491 1.07929  0.122
7 C -1.49204 -3.94276 -0.36691  -0.380
8 N -0.98487 -2.89908 -1.00752  1.150
9 C -0.96360 -3.21541 -2.34829  -0.864
10 C -1.47228 -4.46502 -2.50531  -0.907
11 N -1.80155 -4.90861 -1.24267  -0.008
12 H -2.35462 -5.75133 1.77371  0.198
13 H -2.13184 -4.83130 4.11108  0.427
14 H -1.11906 -2.30076 3.79012  0.562
15 H -0.57637 -2.53637 -3.08682  0.538
16 H -1.61902 -5.07160 -3.38208  0.432
17 H -2.19506 -5.81542 -1.03754  0.216
18 C -4.23774 -0.19410 2.51355  -1.059
19 C -3.02054 0.23776 3.32165  -0.685
20 Sb -1.38450 0.86847 2.11126  0.073
21 C -2.11000 2.68109 1.24066  -0.356
22 C -2.73580 3.63292 2.25680  -1.247
23 C 0.15139 1.22204 3.55892  -0.102
24 C -0.09904 2.42138 4.47039  -1.369
25 H -5.06078 -0.44912 3.18083  0.443
26 H -4.02271 -1.07404 1.90283  0.112
27 H -4.59221 0.60216 1.85657  0.304
28 H -2.65480 -0.55378 3.97339  0.546
29 H -3.23314 1.10599 3.94751  0.638
30 H -2.84170 2.35481 0.49971  0.308
31 H -1.27902 3.13548 0.69969  0.430
32 H -3.56368 3.17243 2.79593  0.322
33 H -3.13977 4.49834 1.73052  0.448
34 H -2.01446 4.00025 2.98271  0.263
35 H 1.09088 1.31653 3.01814  -0.067
36 H 0.19238 0.29078 4.12950  0.508
37 H -0.01829 3.36227 3.92748  0.348
38 H 0.65166 2.43733 5.26096  0.425
39 H -1.07511 2.38391 4.95434  0.338
40 C 2.12589 -4.31690 0.02176  -0.603
41 Si 2.80326 -2.58571 -0.01966  -0.041
42 C 2.50155 -1.71015 -1.67145  -0.298
43 C 4.60352 -2.49233 0.38619  -1.133
44 C 1.80166 -1.51204 1.17917  -0.779
45 H 2.70309 -4.96101 -0.64461  0.429
46 H 1.08290 -4.37477 -0.29416  -0.033
47 H 2.20885 -4.73559 1.02724  0.357
48 H 2.61850 -2.40717 -2.50531  0.504
49 H 3.28152 -0.95326 -1.77069  0.267
50 H 1.38983 -0.27006 -2.38913  -0.190
51 H 5.19463 -2.94613 -0.41330  0.399
52 H 4.82801 -3.03550 1.30548  0.392
53 H 4.93347 -1.45907 0.50573  0.318
54 H 2.17386 -0.50118 1.36297  0.035
55 H 1.41695 -1.96522 2.09217  0.818
56 O 1.20856 -1.03757 -1.79201  -0.133
57 S 2.91814 1.34876 -2.95084  -0.110
58 C 1.77518 2.51926 -3.64957  0.493
59 C 1.97062 3.88880 -3.49213  -0.256
60 C 1.14381 4.77759 -4.15917  -0.690
61 C 0.14905 4.30602 -5.00919  -0.551
62 C -0.03098 2.94150 -5.17772  -0.679
63 C 0.77348 2.04331 -4.48685  -0.358
64 C 3.02905 1.80419 -1.23838  0.702
65 C 4.23081 1.55077 -0.58536  -0.694
66 C 4.35865 1.83257 0.77036  -0.576
67 C 3.30466 2.40448 1.46994  -0.766
68 C 2.11279 2.68186 0.80805  -0.842
69 C 1.96349 2.36009 -0.53207  -0.289
70 H 2.77636 4.25525 -2.86858  0.493
71 H 1.30338 5.84166 -4.04909  0.447
72 H -0.46732 5.00572 -5.55740  0.443
73 H -0.78421 2.57290 -5.86188  0.489
74 H 0.65575 0.97686 -4.64517  0.445
75 H 5.07278 1.15691 -1.14162  0.583
76 H 5.30239 1.64943 1.26683  0.504
77 H 3.42897 2.67362 2.51094  0.453
78 H 1.31535 3.20178 1.32784  0.691
79 H 1.05771 2.62247 -1.06283  0.368
80 N -3.58415 0.30546 -2.27321  0.003
81 C -2.81934 1.42037 -2.50728  -0.835
82 C -1.63244 1.19301 -1.89039  -0.786
83 N -1.67319 -0.04971 -1.28676  0.678
84 C -2.87007 -0.55795 -1.54433  -0.906
85 H -4.52835 0.15780 -2.59990  0.264
86 H -3.16882 2.25224 -3.09317  0.475
87 H -0.76649 1.82868 -1.86825  0.585
88 H -3.24022 -1.51531 -1.22171  0.512

Values from the calculation:
Spin multiplicity: 1
F_max: 0.655 eV/A
E_tot: -74356.1871 eV
Total charge: +3


2.
DFT (ωB97M-V/def2-TZVPD) results for 3 unconnected molecules or ions with the total composition C7H16OS.

Each line ends with the natural charge from an NBO analysis.
Cartesian coordinates (Å):
1 C -3.48484 -2.07160 -0.40062  0.128
2 C 5.88353 0.82800 0.35196  -0.406
3 C 6.43605 -1.23315 -0.93630  -0.645
4 C -2.82256 1.76743 -0.63113  -0.609
5 C -3.92743 0.94932 1.48238  -0.607
6 C 6.73386 -0.12261 0.01311  -0.164
7 C -4.13849 1.47655 0.07219  -0.341
8 O -2.87766 -2.72958 0.61817  -0.632
9 S -5.13280 0.28240 -0.88219  -0.262
10 H -2.82002 -1.46452 -0.98367  0.200
11 H -4.39162 -2.45441 -0.82846  0.194
12 H -3.48134 -3.34405 1.05009  0.498
13 H 6.14928 1.60942 1.04335  0.197
14 H 4.88215 0.86306 -0.04637  0.187
15 H 5.41617 -1.16922 -1.30821  0.209
16 H 6.57172 -2.19513 -0.44148  0.216
17 H 7.12245 -1.20068 -1.78261  0.216
18 H -2.27331 2.53738 -0.09127  0.199
19 H -2.20936 0.86973 -0.67036  0.190
20 H -2.99702 2.11206 -1.64805  0.218
21 H -3.33902 1.65260 2.07001  0.199
22 H -3.39824 -0.00391 1.44078  0.195
23 H -4.88228 0.78636 1.97472  0.218
24 H 7.73195 -0.12815 0.43383  0.190
25 H -4.75118 2.38269 0.10013  0.213

Values from the calculation:
Spin multiplicity: 1
F_max: 1.929 eV/A
E_tot: -20397.4015 eV


3.
DFT (ωB97M-V/def2-TZVPD) results for a molecular structure, C35H34N3O2S4SeSiZr.

Each line ends with the Mulliken charge.
Cartesian coordinates (Å):
1 Zr 0.82865 -0.53286 -0.58199  -0.574
2 S 0.11076 -0.99051 -2.97725  -0.327
3 C 0.94280 -2.59472 -2.73194  1.128
4 C 1.52930 -3.03638 -4.03510  -1.113
5 C 2.56433 -3.85475 -4.16189  -0.964
6 C 2.30719 -5.24509 -2.08065  -0.533
7 C 1.72533 -4.88627 -0.75708  -1.157
8 C 1.21392 -3.45239 -0.71666  1.125
9 S 0.92835 -2.70793 0.91937  -0.259
10 C -0.81755 -2.87266 1.36850  -0.534
11 C -1.77998 -2.27998 0.39103  -0.140
12 C -3.01813 -2.85542 0.21544  -0.711
13 C -3.95539 -2.19415 -0.56784  -1.071
14 C -3.64492 -0.94262 -1.04267  -0.754
15 C -2.38071 -0.41402 -0.80027  0.237
16 C -2.14874 1.00112 -1.24996  -0.629
17 S -0.46625 1.69751 -1.11583  -0.360
18 C -0.47969 2.66787 0.36217  0.142
19 C -1.04776 3.93311 0.31930  -0.499
20 C -1.07604 4.70160 1.47025  -0.810
21 C -0.52289 4.20633 2.64214  -0.639
22 C 0.06506 2.95294 2.67558  -0.864
23 C 0.09110 2.17122 1.52777  1.347
24 S 0.86120 0.58919 1.59726  -0.146
25 N -1.41595 -1.12700 -0.20309  1.594
26 H 1.04603 -2.62746 -4.91329  0.561
27 H 2.93280 -4.10745 -5.14726  0.447
28 H 2.57881 -6.29487 -2.07792  0.432
29 H 1.86922 -5.47834 0.13485  0.477
30 H -0.86728 -2.27605 2.28930  0.364
31 H -1.03825 -3.90956 1.61098  0.660
32 H -3.25104 -3.78913 0.70736  0.522
33 H -4.93201 -2.62364 -0.74211  0.513
34 H -4.37473 -0.34358 -1.56894  0.557
35 H -2.75743 1.62591 -0.58768  0.162
36 H -2.45942 1.13909 -2.28489  0.629
37 H -1.46862 4.31087 -0.60386  0.507
38 H -1.53350 5.68061 1.45330  0.452
39 H -0.55341 4.80068 3.54538  0.450
40 H 0.48392 2.57073 3.59564  0.517
41 O 5.90468 5.06081 1.97585  -0.467
42 C 5.11069 4.94008 0.89818  0.650
43 O 4.75873 5.90979 0.29261  -0.531
44 C 4.66627 3.55522 0.49823  0.969
45 C 5.17068 2.38110 1.04119  -1.149
46 C 4.69954 1.14612 0.61524  -0.252
47 C 3.72046 1.10720 -0.36413  -0.009
48 C 3.20097 2.27156 -0.91945  -0.354
49 C 3.68564 3.49140 -0.49085  -0.946
50 N 3.15828 -0.13381 -0.77657  0.088
51 C 3.91194 -1.07498 -1.21911  -0.842
52 C 3.31390 -2.32369 -1.65517  -0.236
53 C 3.98549 -3.29230 -2.28766  -1.298
54 C 3.27148 -4.43802 -2.95695  -0.239
55 C 0.81326 -5.13681 -1.98021  -1.073
56 C 0.24589 -3.70420 -1.89076  -0.046
57 N 1.89860 -2.39246 -1.52248  1.147
58 H 6.05086 4.21437 2.41581  0.283
59 H 5.93969 2.38607 1.80415  0.195
60 H 5.06389 0.23152 1.06326  0.550
61 H 2.44057 2.21936 -1.69323  0.572
62 H 3.31794 4.41883 -0.90679  0.528
63 H 4.98580 -0.93657 -1.33668  0.572
64 H 5.05645 -3.19126 -2.41843  0.458
65 H 4.02697 -5.14064 -3.30282  0.974
66 H 0.19585 -6.00178 -2.16848  0.504
67 H -0.83170 -3.63850 -1.77528  0.943
68 C -5.83339 1.06874 3.87607  -1.021
69 Si -4.81250 1.53715 2.36271  0.180
70 C -5.90583 1.24790 0.83626  -1.029
71 C -4.52158 3.40593 2.43323  -0.951
72 Se -2.93640 0.38611 2.21575  -0.428
73 H -6.75208 1.65457 3.94889  0.330
74 H -5.25167 1.22493 4.78639  0.261
75 H -6.10165 0.01089 3.84308  0.246
76 H -6.87439 1.74623 0.91132  0.445
77 H -6.08677 0.17895 0.69764  0.220
78 H -5.41162 1.62460 -0.06568  0.196
79 H -5.44947 3.94990 2.62372  0.388
80 H -4.10466 3.76960 1.49037  0.197
81 H -3.80991 3.65416 3.22332  0.235

Values from the calculation:
Spin multiplicity: 1
F_max: 0.573 eV/A
E_tot: -163253.4886 eV
Total charge: +1